Entry 1:
63
Properties=species:S:1:pos:R:3:forces:R:3:nbo_charge:R:1 method="wB97M-V/def2-TZVPD" gap_ev="4.4070 / 4.3322" e_homo_ev="-0.789 / -0.743" fmax_ev_per_a=7.93 de_lowest_kcal_mol=432.7 charge=-2 e_tot_ev=-121013.0289
Ag 0.163518 -0.600991 -0.998467 -0.144 -0.381 0.211 0.85
N -2.340327 -2.728087 -1.990413 0.022 0.003 -0.035 -0.79
C -1.502004 -3.270076 -2.933109 -0.047 0.008 -0.015 0.21
C -1.659494 -4.562191 -3.391131 0.075 -0.027 0.050 -0.29
C -0.853900 -5.076341 -4.420561 0.003 0.024 0.055 -0.18
C 0.106972 -4.308113 -5.016265 0.049 -0.025 -0.006 -0.26
C 0.299675 -2.977313 -4.575612 -0.011 -0.078 -0.021 -0.10
C 1.241663 -2.105090 -5.165272 -0.047 0.028 -0.006 -0.14
C 1.319046 -0.811954 -4.747986 0.112 0.304 -0.048 -0.26
C 0.492180 -0.354026 -3.696488 -0.476 -0.634 -0.310 0.04
N -0.339730 -1.178157 -3.073754 -0.072 0.201 -1.006 -0.52
C -0.480089 -2.456693 -3.523851 0.026 0.005 0.023 0.19
H -2.657163 -3.377327 -1.287568 0.037 0.027 0.045 0.39
H -2.016091 -1.856074 -1.593026 0.035 -0.046 0.083 0.42
H -2.412971 -5.188036 -2.927778 -0.024 -0.003 -0.043 0.20
H -1.008858 -6.098218 -4.746764 0.007 -0.006 0.013 0.20
H 0.729973 -4.699159 -5.811976 -0.014 0.010 -0.015 0.20
H 1.859863 -2.471337 -5.977768 0.033 0.001 0.024 0.20
H 1.998079 -0.112128 -5.218511 0.024 -0.007 0.024 0.21
H 0.423415 0.690399 -3.401203 0.139 -0.062 0.269 0.27
C 0.343187 4.277284 -2.865854 0.044 0.113 0.089 -1.13
Si 0.661496 2.875908 -1.607703 -0.128 -0.110 -0.134 1.91
C 0.801465 3.757593 0.063445 0.114 -0.036 0.126 -1.15
C 2.401396 2.225100 -2.061756 0.049 0.036 0.092 -1.15
O -0.437973 1.736957 -1.662438 0.497 -0.111 -0.694 -1.35
H 1.146354 5.023640 -2.840171 0.000 -0.004 -0.027 0.20
H -0.596016 4.792726 -2.642765 -0.017 -0.029 -0.019 0.21
H 0.278711 3.882144 -3.884308 -0.011 -0.020 0.007 0.21
H 1.469667 4.625406 0.031476 -0.017 0.011 -0.052 0.20
H 1.195820 3.073791 0.822575 -0.028 -0.028 -0.021 0.23
H -0.183560 4.091298 0.402639 -0.009 -0.004 -0.031 0.22
H 3.188998 2.662524 -1.440630 0.010 0.053 -0.055 0.22
H 2.650571 2.411291 -3.113058 -0.013 0.008 -0.001 0.20
H 2.443941 1.146115 -1.886317 0.020 0.002 0.040 0.23
O -0.981084 0.813659 0.629327 -2.996 1.108 1.035 -0.86
C 1.350547 0.236276 1.176624 -0.046 0.103 0.355 -0.13
O 2.526394 0.126815 0.758283 -0.062 0.016 0.183 -0.68
C -0.149788 1.075626 3.012527 -3.010 2.164 4.618 -0.30
C -1.448535 1.415161 3.499154 -0.304 2.016 -2.543 -0.14
C -1.603078 2.513726 4.327713 0.383 -0.320 0.446 -0.03
C -0.553911 3.000309 5.089829 -0.203 0.218 0.038 -0.18
C 0.672840 2.402670 4.871230 -0.236 -0.216 -0.123 -0.04
C 0.864577 1.465538 3.867720 1.631 -0.316 -1.530 -0.08
N 1.817935 2.833486 5.668874 0.014 -0.102 0.063 0.54
O 2.897786 2.315831 5.461907 0.012 -0.006 -0.019 -0.38
O 1.628068 3.692869 6.515812 -0.022 0.034 -0.013 -0.42
N -2.898353 3.190840 4.390963 -0.147 -0.058 0.279 0.54
O -3.824708 2.734522 3.752247 0.021 -0.036 -0.020 -0.38
O -2.982209 4.188745 5.090214 0.029 0.004 -0.010 -0.41
H -2.281635 1.212657 2.837425 -0.119 -0.414 0.278 0.27
H -0.670732 3.825551 5.771812 -0.010 -0.006 -0.004 0.26
H 1.868747 1.130127 3.623218 0.028 0.036 0.134 0.26
Cl 0.136360 -4.687761 -0.179971 -0.142 -0.018 -0.029 -0.09
C -0.174969 -3.556759 1.160923 0.055 -0.197 -0.181 0.00
C -0.329231 -2.250129 0.861078 0.895 2.302 -0.451 -0.42
C -0.395571 -1.261348 1.926659 -3.079 -6.661 1.786 -0.42
Cl -0.082278 0.264290 1.599006 6.862 1.224 -3.770 1.66
C -0.801298 -1.894357 3.131022 0.104 2.024 1.676 0.00
Cl -1.380520 -0.834452 4.614471 0.169 -2.057 -0.599 -0.11
C -0.663215 -3.242116 3.448879 -0.065 0.012 -0.168 -0.11
Cl -0.937812 -3.833171 5.056618 0.020 -0.064 -0.022 0.00
C -0.292525 -4.116285 2.446556 -0.059 -0.049 -0.022 -0.19
Cl -0.039618 -5.803182 2.772249 0.038 0.034 -0.002 -0.02

=====

Entry 2:
11
Properties=species:S:1:pos:R:3:forces:R:3:mulliken_spin:R:1 method="wB97M-V/def2-TZVPD" gap_ev="4.5845 / 4.7669" e_homo_ev="-14.052 / -14.058" fmax_ev_per_a=3.69 de_lowest_kcal_mol=0.0 charge=+2 spin_multiplicity=7 e_tot_ev=-26382.8810
Sm 4.098139 0.922605 -0.349056 -1.703 -0.467 -0.001 6.02
O 1.834134 0.084270 -0.792941 3.564 0.446 -0.868 -0.01
C 0.576048 0.363841 -0.379651 -1.526 -0.149 1.005 0.00
H 0.689158 -0.776918 1.401682 -0.126 0.195 -0.234 0.00
H 0.003042 1.054704 -1.009449 0.071 -0.161 0.165 0.00
C -1.374149 -0.120610 1.081713 0.042 0.605 0.392 0.00
C 0.050142 -0.187387 0.733509 -0.307 -0.008 -0.494 0.00
C -2.333316 -0.213310 0.172701 -0.813 -0.486 -1.131 0.00
O -3.151554 -0.390141 -0.636628 1.094 0.372 1.127 0.00
Li 1.310443 -0.867100 -2.315063 -0.398 -0.070 0.298 0.00
H -1.702085 0.130043 2.093178 0.101 -0.278 -0.258 0.00

=====

Entry 3:
41
Properties=species:S:1:pos:R:3:forces:R:3:nbo_charge:R:1 method="wB97M-V/def2-TZVPD" gap_ev=8.4003 e_homo_ev=-6.072 fmax_ev_per_a=2.83 de_lowest_kcal_mol=0.0 charge=-1 e_tot_ev=-79509.6178
Cl -3.796895 1.892573 0.067020 -0.089 -0.590 0.251 -0.34
B -3.224333 0.218340 0.850026 -1.030 -0.170 -0.640 0.56
Cl -4.373291 -0.189043 2.350199 0.573 0.241 -0.412 -0.34
Cl -3.451261 -1.207690 -0.399363 -0.070 0.285 0.242 -0.33
O -1.879937 0.403164 1.153899 1.463 -0.091 0.236 -0.75
C -0.855668 -0.535213 1.123144 -1.548 -1.239 1.476 0.09
C -0.038091 -0.386616 2.435187 0.618 0.095 -0.340 -0.03
C 0.152712 -1.465124 3.316837 0.210 0.198 -0.754 -0.17
C 0.856306 -1.312572 4.517419 -0.709 0.331 0.064 -0.24
C 1.314771 -0.049952 4.881777 0.084 -0.340 -1.419 -0.06
Cl 2.165548 0.130355 6.355090 0.362 0.156 0.788 -0.01
C 1.240653 1.014971 3.986348 -0.780 -0.175 -0.146 -0.24
C 0.522640 0.843156 2.797777 0.261 0.063 -0.221 -0.15
H -1.235069 -1.583596 1.098185 -0.051 0.550 0.156 0.20
H -0.180555 -2.447550 2.981196 -0.063 0.148 0.352 0.21
H 0.971302 -2.123282 5.232995 -0.005 0.002 -0.310 0.22
H 1.683955 1.974173 4.238889 -0.086 -0.158 -0.057 0.22
H 0.452667 1.662838 2.082706 -0.090 -0.072 0.223 0.24
C -0.039808 -2.578950 -4.186759 0.216 -0.014 -0.057 -0.72
C -0.725943 -1.733674 -3.156680 -2.112 0.054 0.184 0.80
O 0.070318 -1.458244 -2.080344 0.093 -0.086 0.274 -0.73
B 0.012096 -0.232375 -1.415882 -0.121 2.283 -1.676 1.26
H -0.363994 -0.567261 0.092533 0.424 0.477 1.134 0.08
O 1.273140 0.423029 -1.243148 -0.749 -1.204 0.468 -0.71
C 2.307006 0.031425 -0.481382 -0.294 0.060 0.945 0.82
C 3.536442 0.526883 -1.167748 0.654 -0.360 -0.455 -0.72
O 2.217590 -0.529597 0.596159 0.258 0.383 -1.708 -0.58
O -1.007019 0.682238 -1.795707 0.918 -0.464 0.648 -0.71
C -0.884621 2.021654 -1.554710 0.125 0.582 1.048 0.84
C -1.462503 2.843271 -2.676062 -0.105 -0.200 -0.040 -0.73
O -0.377968 2.502816 -0.564536 -0.338 -0.693 -1.049 -0.58
O -1.881961 -1.384849 -3.245706 1.648 -0.432 -0.102 -0.52
H 1.005941 -2.290756 -4.284189 -0.035 0.017 -0.152 0.22
H -0.060708 -3.632293 -3.910172 -0.047 -0.004 0.246 0.24
H -0.593362 -2.481320 -5.116585 0.142 0.079 -0.062 0.23
H 3.354167 1.549529 -1.518473 0.109 -0.317 0.005 0.24
H 4.390232 0.491052 -0.513058 0.288 0.035 0.279 0.22
H 3.754141 -0.133213 -2.041066 -0.274 0.543 0.511 0.23
H -1.459632 2.259266 -3.598313 0.124 0.212 0.001 0.22
H -2.507688 3.087355 -2.461999 0.165 -0.064 0.197 0.26
H -0.881317 3.765081 -2.745505 -0.143 -0.120 -0.127 0.22

=====

Entry 4:
56
Properties=species:S:1:pos:R:3:forces:R:3:nbo_charge:R:1 method="wB97M-V/def2-TZVPD" gap_ev=7.0671 e_homo_ev=-10.396 fmax_ev_per_a=0.59 de_lowest_kcal_mol=13.9 charge=+1 e_tot_ev=-80330.3676
Pb 0.401913 -0.505726 -0.758183 0.125 -0.522 0.251 1.51
N -0.548332 2.413972 4.444717 -0.046 -0.043 -0.076 -0.79
C -0.067426 2.162872 3.214571 0.067 -0.059 0.150 0.16
S 0.464230 3.178457 2.103504 0.025 0.165 -0.047 0.13
N -0.096211 0.664387 2.948833 0.018 -0.144 0.048 -0.32
N 0.919423 0.248313 2.004828 0.064 -0.089 0.024 -0.40
C 1.981236 -0.183406 2.646031 -0.060 0.110 -0.050 0.15
C 3.190312 -0.708150 2.154962 -0.012 -0.028 -0.018 -0.23
C 4.127792 -1.085640 3.167183 0.074 -0.041 -0.038 -0.13
C 5.338346 -1.622995 2.869721 -0.104 0.051 0.034 -0.29
C 5.671692 -1.813146 1.508193 0.091 -0.049 -0.021 -0.12
C 4.817544 -1.473791 0.506628 -0.134 0.081 -0.020 -0.29
C 3.530958 -0.899831 0.764920 0.257 -0.012 0.218 0.46
O 2.775978 -0.594206 -0.206104 -0.323 0.141 -0.265 -0.80
H -0.573480 3.371920 4.757337 0.016 0.016 -0.026 0.44
H -0.757481 1.700159 5.123858 0.000 -0.006 -0.008 0.40
H 1.962732 -0.152067 3.744118 -0.058 0.026 0.008 0.16
H 3.848388 -0.928710 4.202549 0.007 -0.003 0.041 0.20
H 6.035360 -1.898678 3.645942 0.008 -0.004 0.042 0.23
H 6.634360 -2.239927 1.256621 0.020 -0.008 0.000 0.22
H 5.085095 -1.615600 -0.531355 0.008 -0.002 -0.025 0.22
C -3.059797 1.044035 -1.116704 -0.062 0.091 -0.064 -0.54
C -3.689765 -0.330873 -0.974189 -0.120 0.030 0.110 -0.54
S -2.542825 -1.729728 -1.112024 -0.030 -0.019 0.016 0.25
C -3.036512 -2.738105 0.305577 -0.048 -0.065 0.094 -0.55
C -2.907288 -2.101758 1.691330 -0.087 -0.046 -0.049 -0.54
S -1.212277 -1.531223 2.000332 -0.059 0.040 0.009 0.27
C -1.496920 0.181166 2.544294 -0.042 0.086 0.157 -0.15
C -2.287372 1.147157 1.660089 -0.078 -0.024 0.104 -0.60
S -1.704293 1.524416 -0.006318 0.095 -0.050 -0.063 0.25
H -3.848265 1.795716 -1.046856 0.041 0.003 0.013 0.24
H -2.582149 1.152928 -2.094600 0.006 -0.025 0.043 0.29
H -4.446339 -0.425055 -1.754940 0.050 -0.016 -0.012 0.25
H -4.222847 -0.419554 -0.026012 0.026 -0.014 -0.018 0.21
H -2.410644 -3.630442 0.245825 0.037 0.037 -0.037 0.25
H -4.064971 -3.080817 0.175578 0.004 0.043 -0.028 0.24
H -3.174586 -2.839014 2.448974 0.051 -0.001 -0.006 0.25
H -3.605260 -1.275460 1.804538 0.024 0.044 0.010 0.22
H 0.095659 0.180300 3.837804 -0.017 0.089 -0.041 0.41
H -2.039019 0.164451 3.496660 0.032 -0.069 -0.073 0.22
H -2.397362 2.081919 2.214868 0.041 0.025 -0.046 0.25
H -3.296942 0.740973 1.601782 0.009 -0.014 -0.070 0.25
C 0.948568 -2.008647 -5.098980 -0.032 0.045 -0.003 -0.62
C 1.133101 -1.007504 -3.977702 -0.071 -0.032 -0.005 0.15
C 2.360854 -0.132761 -4.175498 0.024 0.028 -0.012 -0.63
O 1.271921 -1.743365 -2.720731 0.075 0.133 0.001 -0.79
C -0.106052 -0.082668 -3.838525 0.022 -0.127 -0.127 0.77
O -0.757893 0.197485 -4.817667 0.044 -0.019 -0.045 -0.61
O -0.343276 0.378723 -2.642802 0.003 0.283 0.019 -0.95
H 1.868323 -2.571313 -5.256803 0.037 -0.035 0.003 0.21
H 0.681425 -1.490163 -6.016581 0.018 0.015 -0.004 0.25
H 0.147368 -2.703693 -4.854591 -0.036 -0.009 0.001 0.22
H 3.257034 -0.753283 -4.253647 0.008 -0.003 -0.003 0.21
H 2.488072 0.567871 -3.348509 -0.009 -0.007 0.008 0.22
H 2.263509 0.436470 -5.098316 -0.010 0.006 -0.021 0.25
H 2.208940 -1.906080 -2.544908 0.011 -0.007 -0.086 0.50

=====

Entry 5:
48
Properties=species:S:1:pos:R:3:forces:R:3:nbo_charge:R:1 method="wB97M-V/def2-TZVPD" gap_ev="5.2191 / 8.7910" e_homo_ev="-5.920 / -9.585" fmax_ev_per_a=8.39 de_lowest_kcal_mol=0.0 spin_multiplicity=2 e_tot_ev=-68018.0535
Li -9.099925 20.385205 2.446983 0.447 0.422 0.100 0.97
Zr -5.707098 23.698720 -0.185467 -0.170 0.685 1.621 1.94
C -6.952336 25.421899 3.975800 0.970 0.720 -0.837 0.74
F -5.859246 24.768279 4.355482 0.558 -0.401 0.062 -0.33
F -7.867355 24.514993 3.677107 -0.978 -0.448 0.533 -0.34
F -7.307610 26.179625 5.019170 -0.369 -0.236 -0.976 -0.30
S -6.578638 26.358784 2.366602 1.148 2.713 -0.430 2.30
O -6.214107 25.302425 1.346350 -0.556 1.220 1.502 -1.03
O -7.748263 27.155231 2.043975 0.190 -1.634 0.044 -0.93
O -5.462110 27.228583 2.756962 -0.529 -1.849 -0.354 -0.96
P -7.376208 21.772187 0.317666 1.416 -0.813 0.939 2.58
O -8.351430 20.679543 0.753289 1.165 0.834 -0.590 -1.25
O -7.679565 23.168742 0.595224 -5.887 5.840 1.263 -1.23
O -6.734167 22.073386 -1.050776 -0.904 -2.817 -4.539 -1.21
O -6.020239 21.996284 1.032610 3.089 -3.754 3.112 -1.22
O -7.984389 21.605729 3.738954 -1.167 -0.617 -0.237 -1.00
H -7.078583 21.321105 3.860357 0.693 -0.369 0.047 0.52
H -7.929638 22.312913 3.096203 0.203 0.718 -0.214 0.50
O -7.502055 18.123410 0.767923 0.048 -0.825 -0.043 -0.97
H -7.827941 19.008827 0.606452 -0.044 0.505 -0.130 0.48
H -7.104491 18.168875 1.637468 0.298 0.007 0.211 0.47
O -5.564775 20.342473 2.936239 0.082 -1.040 1.373 -1.02
H -4.717585 19.921684 2.789822 0.152 -0.201 0.165 0.47
H -5.664758 20.943870 2.198303 -0.130 1.024 -1.253 0.50
O -10.316348 20.041367 -1.021835 -0.517 -0.086 -0.151 -0.95
H -9.663650 20.139124 -0.328546 0.260 0.196 0.099 0.47
H -10.070769 19.232161 -1.470288 -0.014 -0.179 -0.233 0.47
O -7.066791 25.177636 -1.220208 -0.121 0.287 -0.695 -0.93
H -8.007096 25.081482 -1.371288 -0.535 -0.463 0.270 0.53
H -6.905216 26.117415 -1.303497 0.307 0.371 0.272 0.52
O -5.091382 20.120955 -1.731054 1.066 -0.590 -0.496 -0.99
H -5.772349 20.744098 -1.477680 -0.816 0.737 0.030 0.49
H -5.207573 19.382341 -1.133403 0.074 -0.339 0.119 0.48
O -8.487949 21.806161 -3.286313 -0.505 0.098 -0.493 -0.95
H -7.988755 21.654017 -2.483877 0.339 0.086 0.379 0.49
H -7.830006 22.058864 -3.933981 0.150 -0.065 -0.142 0.45
O -9.811808 24.367755 1.469500 -1.250 0.254 0.315 -0.97
H -9.161407 23.891131 0.953719 0.619 -0.189 -0.185 0.49
H -9.450390 24.383923 2.355704 0.039 0.241 0.009 0.46
O -5.317338 23.761119 -2.694745 0.570 -0.123 0.233 -0.93
H -4.403962 23.785488 -2.980009 0.354 -0.010 -0.024 0.50
H -5.815793 24.044442 -3.461234 -0.482 0.150 0.037 0.51
O -4.204018 23.695182 1.794515 0.728 0.021 -0.532 -0.92
H -4.186684 23.137437 2.572238 -0.467 -0.424 0.132 0.51
H -3.428586 24.249870 1.879645 0.062 0.508 -0.006 0.50
O -3.949120 22.357240 -0.643144 0.943 0.632 -0.207 -0.94
H -3.029398 22.457693 -0.397690 0.145 0.319 0.366 0.51
H -3.943571 21.685243 -1.324770 -0.675 -1.113 -0.465 0.53